[1]
Computed, not measured: a single C5H8O molecule, with the ωB97M-V functional and the def2-TZVPD basis.

```
14
C5H8O | OMol25 | the ωB97M-V functional and the def2-TZVPD basis
C -1.0157 0.1612 2.0361
C -0.5313 -0.0616 0.8085
C 0.9421 -0.2943 0.4180
C 0.9209 -0.1319 -1.1321
C -0.5823 0.1771 -1.5307
H -0.4545 0.2300 2.9647
H -2.0788 0.4238 2.1568
H 1.3021 -1.2701 0.6612
H 1.5994 0.4005 1.0068
H 1.5767 0.6959 -1.4025
H 1.2744 -1.0859 -1.5233
H -0.9771 -0.4663 -2.3688
H -0.6401 1.2800 -1.7674
O -1.3358 -0.0584 -0.3273
```

The calculation puts the LUMO energy at 1.1 eV. The calculation puts the highest occupied orbital energy at -8.621 eV. The total energy is -7361.012 eV. The net charge is 0.



[2]
Computed, not measured: a 3-piece molecular cluster, C2H6IN3 overall, with the ωB97M-V functional and the def2-TZVPD basis.

```
12
C2H6IN3 | OMol25 | the ωB97M-V functional and the def2-TZVPD basis
C 0.4928 2.6933 -0.8966
C 0.5870 0.0641 -0.0474
N -0.6529 2.8395 -0.9718
N 1.1091 -1.9294 0.9104
N 1.2214 -1.0476 -0.1474
I -2.8900 -1.0236 0.6063
H 0.6447 0.6552 -0.9036
H 0.1828 0.2659 0.8558
H -1.6267 2.7143 -1.2380
H 1.1851 -1.4657 1.8519
H 1.7382 -2.6525 0.6694
H -1.9914 -1.1134 -0.6891
```

The calculation puts the LUMO energy at 0.5 eV. The calculation puts the highest occupied orbital energy at -8.995 eV. The total energy is -14738.633 eV. The net charge is 0.



[3]
Computed, not measured: an isolated ion of composition C5H10NO and charge +1, with the ωB97M-V functional and the def2-TZVPD basis.

```
17
C5H10NO | OMol25 | the ωB97M-V functional and the def2-TZVPD basis
C -1.3056 0.3859 0.6841
C -1.2123 0.3626 -0.7549
C -0.1101 -0.4004 0.0395
C -0.2465 -1.9415 0.0160
C 1.4932 1.5217 -0.0523
N 1.2156 0.1123 0.0606
O 2.1219 -0.7407 0.2368
H -0.9414 1.2266 1.2919
H -2.0008 -0.2475 1.1678
H -1.8837 -0.1562 -1.4118
H -0.9355 1.2288 -1.2415
H 0.0508 -2.3293 -1.0466
H -1.2193 -2.2617 0.2931
H 0.5544 -2.3622 0.7498
H 0.9839 1.9011 1.0058
H 0.8588 1.9846 -0.8735
H 2.5764 1.7159 -0.1646
```

The calculation puts the LUMO energy at -6.7 eV. The calculation puts the highest occupied orbital energy at -15.529 eV. The total energy is -8873.585 eV. The net charge is +1.



Q: Look up the highest occupied orbital energy of the first one.
A: -8.621 eV



Q: Among the records above, which one has the highest net charge?
A: C5H10NO



Q: The highest highest occupied orbital energy belongs to which entry?
A: C5H8O